1.
Here is C9H17AsClN2O4S5SbW as an isolated structure from the OMol25 dataset. Energies are from wB97M-V/def2-TZVPD.

Geometry (Å):
1 C -2.88303 4.31427 3.71068
2 C -1.85795 1.94241 1.03669
3 N -0.80323 1.30102 1.57975
4 H 0.93904 -0.04264 3.00145
5 H -3.61596 -1.81834 2.06314
6 C -0.33608 1.65597 2.76524
7 H -1.20731 -3.13963 2.65417
8 H -2.34273 4.68514 4.57687
9 H 1.10581 1.19902 4.28350
10 H -3.91054 -0.64326 0.76003
11 H -1.42871 -3.59384 -0.72022
12 C -2.22933 -3.04117 -0.23894
13 S 1.09495 -4.13882 0.20092
14 S 2.83549 -2.47556 -2.91606
15 H -2.76820 -3.69414 0.44713
16 C -0.99134 2.64176 3.53165
17 H -3.08905 5.14906 3.03970
18 H -3.07076 -0.14537 2.24744
19 H 0.34324 -2.39201 2.23767
20 S -2.25866 1.57285 -0.53578
21 S -0.65782 -0.80710 -2.44349
22 H -3.83715 3.90422 4.04696
23 O 1.22022 1.59669 -2.38523
24 Cl 1.15022 2.76630 -1.54570
25 C -2.09160 3.26178 3.01298
26 As -1.51948 -1.53588 0.74396
27 O 0.74773 2.19907 -0.20847
28 H -0.61564 2.92229 4.50336
29 H -2.91179 -2.63382 -0.98391
30 O 0.12858 3.65623 -1.98946
31 W -0.17600 0.14037 -0.62314
32 C 0.92591 1.02182 3.22590
33 N -2.50255 2.89590 1.77587
34 C -3.21200 -0.95517 1.53309
35 H -3.27797 3.37507 1.33833
36 H 1.74207 1.45917 2.64264
37 H -0.89186 -1.46620 3.16002
38 Sb 1.78478 -2.36253 -0.96631
39 S 2.11176 -0.36271 0.14940
40 C -0.71631 -2.20714 2.37836
41 O 2.40094 3.40733 -1.37630

Cartesian forces (eV/Å) of the 2 atoms listed first:
C -0.01 0.02 -0.01
C -0.09 0.11 -0.09

The LUMO energy is -1.47 eV. The calculation puts the HOMO energy at -7.31 eV. The value obtained for the total energy is -5757.6557 Eh. For the frontier orbital gap, the calculation gives 5.84 eV. The energy relative to the best compared isomer or geometry (same formula, charge and spin) comes out at 19.4 kJ/mol. As for the molar mass: 793.56 g/mol.

2.
Here is C42H38F9N3O2PPtSe as an isolated structure in a non-equilibrium geometry from the OMol25 dataset. Energies are from wB97M-V/def2-TZVPD.

Geometry (Å):
1 H 1.99893 -0.66550 -4.06070
2 F -7.18404 3.57672 -3.51369
3 Se -0.46688 -1.76915 2.04961
4 F 1.38213 5.97527 1.90906
5 C 0.93412 -0.53303 -3.91584
6 H 4.15816 -3.44626 0.84261
7 H -6.27503 2.51955 -0.76978
8 C -4.25826 1.79111 -0.86686
9 C 4.18232 2.25470 3.73716
10 H 2.02784 -2.28861 6.84296
11 C -3.04079 1.87743 -1.53304
12 C -0.45512 2.01237 -0.29099
13 H -0.03644 -1.38258 6.29024
14 C 4.58694 2.13100 2.40329
15 F -7.00320 4.79504 -1.73188
16 C -5.15454 3.46526 -2.33171
17 C 0.66789 -1.40034 5.45646
18 C 0.45146 0.13678 -2.80559
19 H 2.90054 -2.72021 1.82322
20 H 2.24203 0.08171 -0.62567
21 H -0.20625 -2.92198 -2.17901
22 C -0.40851 2.04818 1.10224
23 C -1.22355 -3.29295 -2.22591
24 C -1.32346 -0.87732 -4.69479
25 C -3.41738 -2.99844 -1.57748
26 H -4.38789 1.08175 -0.06088
27 H -1.03816 1.37074 1.66808
28 H 0.44525 2.98943 2.83860
29 O -3.96067 -1.14583 -0.17596
30 H 2.46902 -0.64984 6.39382
31 H 0.69548 0.74764 5.31837
32 C -2.88084 2.76403 -2.59846
33 C 2.36158 0.81117 3.31341
34 H -3.82482 4.24296 -3.82615
35 C -3.93948 3.55810 -2.99761
36 H 4.01459 -2.43942 5.48524
37 H -3.16564 -5.69750 -3.57936
38 C 0.04292 -1.05927 -4.84252
39 H 4.18778 -1.14917 0.28051
40 C -2.87970 -4.81950 -3.01590
41 C 2.09057 -0.76470 0.04625
42 C -4.44456 -2.15815 -0.80929
43 C -1.55436 -4.39956 -2.98234
44 Pt -1.79129 -1.16540 0.14942
45 C 1.20317 3.81137 1.01013
46 C 0.43822 -0.09923 4.68373
47 C 3.06156 1.60416 4.21351
48 H 1.17469 -1.27453 -0.24777
49 C -3.83029 -4.09843 -2.31233
50 H 2.67278 -3.09166 4.54634
51 H 2.16722 -4.89027 0.81999
52 H 0.29976 2.88547 -2.10933
53 H 3.44402 -1.97118 -1.08570
54 H -0.78029 -4.91485 -3.53357
55 C 3.89794 1.33407 1.50962
56 C 0.59976 -1.87960 -5.97326
57 C 0.41309 2.94973 1.75790
58 C 2.05947 4.83298 1.70995
59 H 1.78094 4.47266 -0.94510
60 H 5.46178 2.66948 2.06565
61 C 0.33174 2.89399 -1.02725
62 F 3.15923 5.13279 0.99958
63 H -1.93600 2.82538 -3.12297
64 H 4.76093 2.87635 4.40619
65 C 2.17678 -3.97988 0.22085
66 H 0.39921 -2.24949 4.82574
67 F 2.46463 4.39425 2.91707
68 F 1.44348 -1.17078 -6.73858
69 F -0.35969 -2.37384 -6.76516
70 N 1.89858 -0.22133 1.38599
71 H 2.75316 1.71087 5.24455
72 H -2.00971 -1.27626 -5.42902
73 H -2.87070 -0.06407 -3.46147
74 H 1.14281 0.53123 -2.07299
75 N 1.22525 0.02792 3.45824
76 P -1.62865 0.83846 -1.04703
77 C 3.17411 -2.97697 0.79589
78 C 3.07870 -2.18010 4.99035
79 C 0.96796 -0.58597 2.28921
80 N -2.14121 -2.62253 -1.52608
81 H -4.88193 -4.34543 -2.30822
82 O -5.61155 -2.48022 -0.88175
83 C -6.32232 4.30479 -2.78012
84 C 2.08865 -1.59778 6.00114
85 H 4.21975 1.24500 0.48075
86 H 2.45059 -4.25114 -0.80079
87 C 1.16628 3.78796 -0.37643
88 C -5.31908 2.58678 -1.27156
89 C 3.30098 -1.70203 -0.03635
90 H 3.32076 -1.47991 4.19025
91 F -5.92885 5.34297 -3.53456
92 F 1.29897 -2.92893 -5.47948
93 H 1.16083 -3.58291 0.21136
94 H -0.61566 -0.01484 4.41474
95 C 2.78367 0.65953 1.99353
96 C -1.80267 -0.19675 -3.58850
97 C -0.92153 0.29649 -2.62606

Cartesian forces (eV/Å) of the 2 atoms listed first:
H 0.01 0.01 0.02
F 0.05 0.08 0.06

The LUMO energy (spin up / spin down) is -2.67 / -4.65 eV. Its net charge is +1. The calculation puts the HOMO energy (spin up / spin down) at -10.88 / -11.52 eV. The value obtained for the total energy is -5698.8515 Eh. For the frontier orbital gap (spin up / spin down), the calculation gives 8.21 / 6.87 eV. The energy relative to the best compared isomer or geometry (same formula, charge and spin) comes out at 0.0 kJ/mol. As for the molar mass: 1092.78 g/mol. As for the multiplicity: 3.

3.
Here is C3H5HgLiO3 as an isolated structure in a non-equilibrium geometry from the OMol25 dataset. Energies are from wB97M-V/def2-TZVPD.

Geometry (Å):
1 H -1.82792 -0.46057 -0.42634
2 O 0.54243 -0.14236 -0.54731
3 O 0.32967 1.51710 0.86746
4 C 1.18744 0.73586 0.23153
5 C -0.96763 1.20830 0.41074
6 C -0.80190 -0.22610 -0.13691
7 H -1.67492 1.21966 1.24164
8 H -1.11074 -1.58815 -1.39083
9 O 2.40961 0.60660 0.25904
10 Li 2.48298 -1.02124 -1.02223
11 Hg 1.58652 -2.57849 0.16577
12 H -1.30398 1.90933 -0.35552
13 H -0.85157 -1.17991 0.70298

Cartesian forces (eV/Å) of the 2 atoms listed first:
H 0.56 0.10 -2.51
O -0.92 -0.45 -2.47

The LUMO energy (spin up / spin down) is 0.18 / -1.13 eV. The calculation puts the HOMO energy (spin up / spin down) at -3.83 / -9.09 eV. The value obtained for the total energy is -503.7470 Eh. For the frontier orbital gap (spin up / spin down), the calculation gives 4.00 / 7.95 eV. The energy relative to the best compared isomer or geometry (same formula, charge and spin) comes out at 306.2 kJ/mol. As for the molar mass: 296.60 g/mol. As for the multiplicity: 3.

4.
Here is an isolated ion of composition C6H9ClN3 and charge +1 in a non-equilibrium geometry from the OMol25 dataset. Energies are from wB97M-V/def2-TZVPD.

Geometry (Å):
1 C -2.54365 -1.51929 -0.02519
2 C -0.28051 -0.44756 -0.00529
3 H 1.62997 1.57137 -1.38004
4 N -1.16308 -1.50130 -0.07337
5 H 2.06681 2.51184 0.06372
6 N -0.69961 0.76579 0.10406
7 H -0.28971 2.68918 0.17356
8 H -2.93214 -2.53942 -0.01421
9 H 2.01170 0.47155 1.44896
10 H 1.37302 -1.68388 0.59635
11 C 1.17768 -0.83179 -0.05898
12 C -3.42239 -0.56405 0.08104
13 N 0.13598 1.78162 0.06698
14 Cl -4.41303 0.66896 -0.02548
15 C 1.52368 1.63435 -0.28902
16 C 2.04649 0.35540 0.36513
17 H -0.72899 -2.41422 -0.01876
18 H 3.08192 0.18750 0.07313
19 H 1.42583 -1.13604 -1.08258

Cartesian forces (eV/Å) of the 2 atoms listed first:
C 1.32 -0.55 -0.04
C 0.98 1.69 0.11

The LUMO energy (spin up / spin down) is -6.42 / -5.96 eV. Its net charge is +1. The calculation puts the HOMO energy (spin up / spin down) at -11.25 / -11.52 eV. The value obtained for the total energy is -858.0889 Eh. For the frontier orbital gap (spin up / spin down), the calculation gives 4.83 / 5.56 eV. The energy relative to the best compared isomer or geometry (same formula, charge and spin) comes out at 408.5 kJ/mol. As for the molar mass: 158.61 g/mol.

5.
Here is an isolated ion of composition C3H10NS2 and charge +1 in a non-equilibrium geometry from the OMol25 dataset. Energies are from wB97M-V/def2-TZVPD.

Geometry (Å):
1 H 1.99933 0.53039 0.56243
2 C 2.41851 -1.61362 0.57214
3 H 0.38128 -0.28222 2.20255
4 N 1.17552 -0.34018 -1.09766
5 H 0.87066 -1.19046 -1.58274
6 H 0.02719 -1.66579 1.31754
7 H 0.39240 0.30762 -1.25018
8 S -1.41639 0.05664 0.67395
9 S -1.56349 1.45460 -0.94436
10 H 1.96008 0.03292 -1.62709
11 C 1.51178 -0.43706 0.38775
12 H 2.86759 -1.64269 1.54690
13 H 1.96491 -2.56818 0.35810
14 C 0.20854 -0.61589 1.16497
15 H -0.39244 1.84431 -1.49024
16 H 3.29314 -1.61525 -0.08406

Cartesian forces (eV/Å) of the 2 atoms listed first:
H -0.16 -0.30 0.32
C 1.32 -0.26 -0.43

The LUMO energy is -3.87 eV. Its net charge is +1. The calculation puts the HOMO energy at -12.41 eV. The value obtained for the total energy is -971.1393 Eh. For the frontier orbital gap, the calculation gives 8.55 eV. The energy relative to the best compared isomer or geometry (same formula, charge and spin) comes out at 145.0 kJ/mol. As for the molar mass: 124.25 g/mol. As for the SMILES: C[C@@H]([NH3+])CSS.

6.
Here is a 9-piece molecular cluster, H16NO11 overall in a non-equilibrium geometry from the OMol25 dataset. Energies are from wB97M-V/def2-TZVPD.

Geometry (Å):
1 H -1.03997 -2.57255 -1.72642
2 H 1.99366 1.46292 0.22311
3 N -0.43419 -0.32050 1.41441
4 H 1.46561 3.32604 1.85312
5 O 1.71407 -2.24705 -0.24373
6 H 3.66166 -0.37585 1.77405
7 H -0.56862 -3.82857 -2.22069
8 H 1.58695 2.09494 -1.04590
9 O 0.68366 -0.42446 1.97522
10 H 0.34504 2.53638 1.21130
11 H -2.70932 -1.11122 -0.23796
12 O 3.28941 0.11481 2.50240
13 O 2.28576 1.51046 -0.69730
14 H -2.03129 2.24969 0.48348
15 H 0.89318 -1.91879 0.16481
16 H -0.64566 -0.24894 -1.22702
17 O -0.81057 0.84030 1.04540
18 H 1.39394 -2.84206 -0.93249
19 O -0.53270 0.11499 -2.11642
20 H 2.33362 0.08443 2.33329
21 O -3.41269 -1.42375 -0.78672
22 H -2.91007 2.28219 -0.77606
23 H -3.41844 -2.37228 -0.70507
24 H -0.28014 0.97814 -2.01489
25 O -0.77890 -1.25199 0.72489
26 O 0.71304 3.43997 1.27041
27 O -2.49464 2.82092 -0.10849
28 O -0.29239 -2.91818 -2.13672

Cartesian forces (eV/Å) of the 2 atoms listed first:
H -1.99 1.76 1.18
H 0.37 -0.29 0.02

The LUMO energy is 2.76 eV. Its net charge is -1. The calculation puts the HOMO energy at -6.96 eV. The value obtained for the total energy is -891.9463 Eh. For the frontier orbital gap, the calculation gives 9.72 eV. The energy relative to the best compared isomer or geometry (same formula, charge and spin) comes out at 145.0 kJ/mol. As for the molar mass: 206.12 g/mol.

7.
Here is a 2-piece molecular cluster, CH9N2O overall in a non-equilibrium geometry from the OMol25 dataset. Energies are from wB97M-V/def2-TZVPD.

Geometry (Å):
1 O -2.43931 0.36055 0.25286
2 H -2.68880 1.28816 0.21409
3 H 1.24910 0.95755 -1.08943
4 H 0.16067 -1.65441 -0.18808
5 C 1.22491 0.08919 -0.46825
6 H 1.59809 1.39094 1.17078
7 H -3.20964 -0.14781 0.51720
8 H -0.89908 -0.26826 0.01175
9 H -0.39754 -0.90279 -1.45916
10 N -0.08608 -0.71662 -0.49899
11 N 1.52428 0.44213 0.85203
12 H 1.95567 -0.65621 -0.78880
13 H 2.00772 -0.18241 1.47399

Cartesian forces (eV/Å) of the 2 atoms listed first:
O 0.25 -0.02 -0.08
H -0.18 0.03 0.08

The LUMO energy is -3.29 eV. Its net charge is +1. The calculation puts the HOMO energy at -14.22 eV. The value obtained for the total energy is -228.0057 Eh. For the frontier orbital gap, the calculation gives 10.94 eV. The energy relative to the best compared isomer or geometry (same formula, charge and spin) comes out at 25.7 kJ/mol. As for the molar mass: 65.10 g/mol.

8.
Here is one molecule with the formula C6H10N2O in a non-equilibrium geometry from the OMol25 dataset. Energies are from wB97M-V/def2-TZVPD.

Geometry (Å):
1 N 1.53945 -2.41343 -1.05180
2 H -3.48315 -0.99833 -0.25421
3 N 1.84410 0.36416 1.14288
4 H 2.74102 0.01992 1.43384
5 C 0.62736 0.91383 -0.99867
6 C 1.49156 -1.32044 -0.53837
7 H 2.31965 -2.85330 -1.46838
8 H -0.85255 2.49785 -0.63275
9 H 1.21785 1.66048 -1.29722
10 C -0.53986 1.61218 -0.07082
11 H 0.03895 1.74330 0.81622
12 C -2.78113 -1.18893 0.57753
13 C -1.82843 -0.32583 0.70290
14 H -2.96463 -2.03177 1.19022
15 H 0.17089 0.48163 -1.86210
16 O -1.73072 0.85421 -0.06770
17 H -1.11565 -0.28442 1.50555
18 H 1.92985 1.37346 0.99187
19 C 1.37545 -0.10455 -0.11899

Cartesian forces (eV/Å) of the 2 atoms listed first:
N -1.68 -1.29 1.02
H 0.29 -0.34 0.49

The LUMO energy is 0.83 eV. The calculation puts the HOMO energy at -7.51 eV. The value obtained for the total energy is -419.2429 Eh. For the frontier orbital gap, the calculation gives 8.34 eV. The energy relative to the best compared isomer or geometry (same formula, charge and spin) comes out at 377.0 kJ/mol. As for the molar mass: 126.16 g/mol. As for the SMILES: C=COCCC(N)=C=N.

Q: Which value of total energy does entry 1 give?
A: -5757.6557 Eh

Q: Which of these has the highest molar mass?
A: C42H38F9N3O2PPtSe

Q: total energy of number 3 (C3H5HgLiO3)?
A: -503.7470 Eh

Q: The highest total energy belongs to which entry?
A: CH9N2O